Entry 1:
The following is a quantum chemistry calculation of a single C4H7NO2 molecule, from OMol25.

```
! wB97M-V def2-TZVPD RIJCOSX def2/J DEFGRID3
* xyz 0 1
H -0.2059 2.1891 0.1458
N -0.1558 1.2174 0.1311
C -0.8105 0.1665 0.0139
C -2.2563 -0.2222 -0.1949
O -0.0450 -0.9654 0.1057
C 1.2970 -0.6887 0.5035
C 2.0832 0.2125 -0.4375
O 3.1176 0.7367 -0.0961
H -2.5983 -0.7981 0.6725
H -2.9165 0.6339 -0.3412
H -2.3284 -0.8894 -1.0609
H 1.3352 -0.2242 1.4961
H 1.7786 -1.6666 0.5381
H 1.7050 0.2984 -1.4762
*
```

## Properties
DFT total energy   -9845.26184 eV
Energy relative to the best compared isomer or geometry (same formula, charge and spin)   194.7 kJ/mol
LUMO   0.864 eV
F_max   1.94 eV Å⁻¹
Structure (SMILES)   [H]/N=C(\C)OCC=O

***

Entry 2:
The following is a quantum chemistry calculation of a molecular structure, C50H92BrN2O7PS, from OMol25.

```
! wB97M-V def2-TZVPD RIJCOSX def2/J DEFGRID3
* xyz 0 1
C -2.2183 1.4151 1.2462
C -2.1747 0.4359 2.4600
P -0.7404 0.7721 3.5850
C -1.2660 1.6806 5.1130
C -1.6129 3.1441 4.6751
C 0.2381 -0.7377 3.9744
C -0.2900 -2.1039 4.0742
C -1.7744 -2.3639 3.8484
C -1.9696 -3.0430 2.4609
C -3.4549 -3.3420 2.0954
C -3.9707 -2.3387 1.0072
C -4.6203 -3.0221 -0.2266
C -5.8224 -2.2581 -0.8355
C -5.5854 -0.7384 -1.0659
C -5.4716 -0.3469 -2.5593
C -4.2536 -0.9651 -3.2964
C -2.8860 -0.5972 -2.6649
C -2.1925 0.6159 -3.3518
C -2.4842 1.9787 -2.6682
O -1.2504 2.5706 -2.2951
C -1.4280 3.8115 -1.6207
C 0.5304 -3.1339 4.3865
Br -0.0586 -4.9661 4.5439
C 1.9217 -2.9393 4.6261
N 2.8146 -3.8894 4.9166
S 4.2032 -3.0730 5.0933
N 3.7651 -1.5505 4.8254
C 2.4539 -1.6069 4.5570
C 1.5733 -0.5369 4.2163
O 2.1079 0.7313 4.1714
C 2.4027 1.1738 2.8330
C 3.4354 0.2983 2.0747
C 2.7269 -0.7620 1.1794
C 4.2729 1.2167 1.1163
C 5.6026 1.7105 1.7434
C 5.3863 2.8801 2.7369
C 6.5328 2.2111 0.5759
H -1.2108 1.5078 0.8192
H -2.8288 0.9084 0.4824
H -2.6417 2.3885 1.5176
H -2.1819 -0.5720 2.0474
H -3.0948 0.6440 3.0361
H -2.0834 1.2136 5.6786
H -0.3674 1.7707 5.7391
H -2.6933 3.3218 4.6105
H -1.2118 3.3287 3.6646
H -1.1169 3.8695 5.3323
H -2.4137 -1.4916 4.0190
H -2.0732 -3.1141 4.6015
H -1.4341 -4.0018 2.4611
H -1.4489 -2.4328 1.7042
H -4.0511 -3.1999 3.0096
H -3.6091 -4.3775 1.7642
H -4.7528 -1.7169 1.4800
H -3.1892 -1.6639 0.6388
H -4.8913 -4.0689 -0.0149
H -3.8529 -3.0797 -1.0235
H -6.0962 -2.7074 -1.8024
H -6.6591 -2.3496 -0.1137
H -6.4669 -0.2084 -0.6669
H -4.7231 -0.3192 -0.5317
H -6.4269 -0.5286 -3.0727
H -5.3166 0.7502 -2.5874
H -4.3833 -2.0568 -3.3312
H -4.2517 -0.5319 -4.3083
H -2.9246 -0.4873 -1.5701
H -2.2146 -1.4508 -2.8434
H -2.4557 0.6587 -4.4156
H -1.1102 0.4513 -3.2315
H -3.0080 2.6338 -3.3903
H -3.1731 1.8226 -1.8211
H -2.4857 4.0153 -1.4018
H -0.9123 3.7223 -0.6486
H -0.9549 4.6454 -2.1630
H 2.8549 2.1696 2.9453
H 1.5084 1.3234 2.2120
H 4.0767 -0.1813 2.8259
H 1.7766 -1.1029 1.6196
H 3.3880 -1.6434 1.1309
H 2.5190 -0.3845 0.1678
H 3.5984 2.0472 0.8453
H 4.5418 0.5907 0.2545
H 6.0753 0.8501 2.2421
H 4.7220 3.6064 2.2508
H 6.3682 3.3174 2.9659
H 4.8997 2.4737 3.6359
H 6.1563 1.8459 -0.3857
H 7.5461 1.8372 0.7706
H 6.5233 3.3103 0.6066
C 5.5979 -1.4902 -3.3953
C 5.9189 -2.6359 -2.4476
C 6.4489 -1.8984 -1.2281
O 5.7787 -0.6335 -1.1921
C 5.0928 -0.4270 -2.4317
H 4.8699 -1.7438 -4.1660
H 6.5106 -1.1460 -3.8884
H 4.9997 -3.1691 -2.1883
H 6.6299 -3.3560 -2.8510
H 7.5247 -1.7112 -1.3122
H 6.2624 -2.4354 -0.2965
H 4.0175 -0.5397 -2.2447
H 5.2784 0.5883 -2.7876
C -10.4445 -2.6641 2.7967
C -9.0953 -3.0608 3.3767
C -8.2275 -3.1266 2.1300
O -8.7585 -2.1678 1.2070
C -10.0360 -1.7210 1.6760
H -11.1149 -2.2000 3.5191
H -10.9445 -3.5435 2.3829
H -8.7328 -2.2751 4.0445
H -9.1126 -3.9977 3.9322
H -8.2802 -4.1145 1.6597
H -7.1801 -2.8949 2.3339
H -9.9224 -0.6950 2.0424
H -10.7466 -1.7173 0.8486
C 3.9086 2.3646 -6.0876
C 2.6749 1.4940 -5.8906
C 2.9559 0.3374 -6.8378
O 4.3793 0.1859 -6.8894
C 4.9982 1.3208 -6.2755
H 4.1067 3.0413 -5.2570
H 3.8014 2.9622 -6.9965
H 2.6356 1.1329 -4.8592
H 1.7370 2.0034 -6.1077
H 2.6012 0.5570 -7.8504
H 2.5017 -0.5979 -6.5066
H 5.4098 1.0011 -5.3110
H 5.8176 1.6748 -6.9024
C 3.3145 7.3651 0.7126
C 1.9353 6.7707 0.4643
C 2.2796 5.3473 0.0551
O 3.4874 5.0027 0.7412
C 4.0575 6.1842 1.3170
H 3.3065 8.2392 1.3626
H 3.7732 7.6505 -0.2375
H 1.3602 6.7650 1.3938
H 1.3561 7.3017 -0.2905
H 2.4697 5.2781 -1.0217
H 1.4976 4.6329 0.3155
H 3.9116 6.1373 2.4017
H 5.1286 6.2090 1.1121
C 2.0771 -4.0017 -2.9502
C 1.6233 -3.5425 -1.5764
C 0.5761 -2.4988 -1.9277
O -0.0080 -2.9086 -3.1718
C 0.7832 -3.9569 -3.7458
H 2.5413 -4.9876 -2.9547
H 2.7940 -3.2818 -3.3567
H 1.1578 -4.3726 -1.0386
H 2.4297 -3.1454 -0.9595
H 1.0300 -1.5120 -2.0767
H -0.2023 -2.4106 -1.1674
H 0.2273 -4.8957 -3.6505
H 0.9428 -3.7551 -4.8059
*
```

## Properties
DFT total energy   -160817.43007 eV
LUMO   -0.565 eV
F_max   1.79 eV Å⁻¹

***

Entry 3:
The following is a quantum chemistry calculation of 2 unconnected molecules or ions with the total composition C12H20O, from OMol25.

```
! wB97M-V def2-TZVPD RIJCOSX def2/J DEFGRID3
* xyz 0 1
C -2.3513 -0.7935 -2.4032
C -1.5949 -0.5745 -1.0055
C -0.2680 -1.2546 -1.1283
C 0.9276 -0.6152 -1.4387
C 2.1602 -1.3475 -1.6442
C 2.1427 -2.7681 -1.6125
O 3.1976 -3.6303 -1.6105
C 0.8898 -3.3498 -1.3800
C -0.3068 -2.6621 -1.0916
H -1.8063 -0.5949 -3.2819
H -3.3474 -0.1281 -2.3561
H -2.6388 -1.8349 -2.5579
H -1.4300 0.5037 -0.7311
H -2.1883 -1.0040 -0.1661
H 1.1120 0.4705 -1.2682
H 3.0843 -0.8419 -1.6731
H 3.9779 -3.0904 -1.7556
H 0.8608 -4.4492 -1.5364
H -1.2453 -3.1489 -0.9734
C -0.6460 1.9631 3.4225
C -0.4681 1.9916 1.9196
C -0.2872 3.5105 1.6737
C 0.8466 1.2679 1.4827
H 0.2886 2.1593 3.9235
H -0.9034 1.0024 3.8278
H -1.3635 2.6875 3.7144
H -1.3220 1.4978 1.5385
H 0.4797 4.0221 2.1353
H 0.0817 3.7885 0.7252
H -1.2952 4.0100 1.5604
H 0.6650 0.2385 1.5443
H 0.9782 1.2942 0.3335
H 1.7697 1.6803 1.8130
*
```

## Properties
DFT total energy   -14813.93544 eV
Energy relative to the best compared isomer or geometry (same formula, charge and spin)   219.6 kJ/mol
LUMO   0.816 eV
F_max   4.61 eV Å⁻¹
Structure (SMILES)   CCc1ccc(O)cc1.CC(C)C

***

Copy entry 1 word for word.
The following is a quantum chemistry calculation of a single C4H7NO2 molecule, from OMol25.

```
! wB97M-V def2-TZVPD RIJCOSX def2/J DEFGRID3
* xyz 0 1
H -0.2059 2.1891 0.1458
N -0.1558 1.2174 0.1311
C -0.8105 0.1665 0.0139
C -2.2563 -0.2222 -0.1949
O -0.0450 -0.9654 0.1057
C 1.2970 -0.6887 0.5035
C 2.0832 0.2125 -0.4375
O 3.1176 0.7367 -0.0961
H -2.5983 -0.7981 0.6725
H -2.9165 0.6339 -0.3412
H -2.3284 -0.8894 -1.0609
H 1.3352 -0.2242 1.4961
H 1.7786 -1.6666 0.5381
H 1.7050 0.2984 -1.4762
*
```

## Properties
DFT total energy   -9845.26184 eV
Energy relative to the best compared isomer or geometry (same formula, charge and spin)   194.7 kJ/mol
LUMO   0.864 eV
F_max   1.94 eV Å⁻¹
Structure (SMILES)   [H]/N=C(\C)OCC=O

***

LUMO of number 1 (C4H7NO2)?
0.864 eV

***

Among the records above, which one has the lowest F_max?
C50H92BrN2O7PS